{"formula": "C15H20BF7N3O5PS", "method": "ωB97M-V/def2-TZVPD", "orbital_gap_ev": 8.436, "multiplicity": 1, "fmax_ev_per_a": 7.9, "energy_ev": -70412.517, "symbols": ["O", "F", "C", "F", "H", "C", "F", "H", "H", "H", "H", "C", "N", "C", "C", "C", "F", "H", "H", "C", "H", "H", "N", "F", "C", "H", "H", "H", "H", "C", "O", "H", "C", "C", "H", "H", "S", "B", "H", "N", "C", "O", "H", "C", "H", "C", "P", "H", "F", "O", "O", "F", "C"], "coordinates": [[-0.76555, -0.33743, 5.58116], [3.01539, -3.47118, -5.02442], [1.62425, 0.21026, 1.57214], [0.95263, -4.08433, -5.11915], [-2.09234, 2.20964, -6.62941], [1.24632, 0.17353, 6.77351], [1.80770, -2.66851, -6.61869], [0.67463, 0.79889, 7.46120], [-0.15233, -0.45255, -1.48155], [0.94060, -1.56159, 5.52289], [-3.64345, -0.59541, 3.32479], [1.75812, -3.04871, -5.33616], [2.55045, 0.78609, -2.31028], [0.20852, 1.06650, -3.60997], [-1.43587, 1.93157, -5.79560], [-0.28922, 0.13350, -4.50085], [-0.65246, -1.87788, -3.24001], [2.38223, -0.32696, 3.51002], [1.84744, 1.27321, 1.68632], [-0.04171, -1.37988, -4.35917], [-3.93560, 1.14397, 3.31449], [1.60422, 0.82399, 5.97533], [0.38002, 3.42052, -2.98548], [2.18965, -0.77428, -4.90733], [-1.12433, 0.61287, -5.60859], [0.70926, 0.14087, 0.99593], [2.10753, -0.23685, 7.30288], [-5.07373, 0.15935, 5.27053], [-1.54911, -0.07059, -6.35148], [-0.91933, 2.94160, -4.90829], [-1.15515, -1.26066, 2.61856], [2.43050, -0.25867, 1.00518], [0.37887, -0.93281, 6.21794], [-3.98789, 0.27258, 5.27727], [2.89827, -0.17225, -2.37161], [2.89128, 1.23745, -3.15736], [-0.19659, 4.79569, -3.63697], [1.09620, 0.69184, -2.32101], [0.01780, -1.57019, 7.02782], [-1.06738, 4.27869, -4.91493], [1.46244, -0.44342, 2.92737], [0.41085, 0.20144, 3.65409], [-3.72942, 1.17634, 5.83008], [-3.44548, 0.33728, 3.86097], [-3.55653, -0.57149, 5.82009], [-0.09532, 2.46538, -3.81622], [-0.99078, -0.61783, 3.96122], [1.27464, -1.51395, 2.82343], [1.87016, -2.14913, -3.16697], [0.45169, 0.24345, -1.16938], [-2.04795, 0.62509, 3.86711], [-0.70362, -1.96459, -5.41833], [1.46947, -1.81047, -4.42310]], "lowdin_charge": [-0.209, 0.146, -0.073, 0.195, 0.119, -0.068, 0.179, 0.082, 0.105, 0.108, 0.107, -0.516, 0.182, 0.019, -0.009, -0.055, 0.127, 0.111, 0.087, -0.333, 0.118, 0.076, -0.197, 0.154, 0.000, 0.051, 0.081, 0.075, 0.119, -0.346, -0.219, 0.081, -0.277, -0.084, 0.075, 0.076, 1.018, -0.563, 0.116, -0.218, -0.303, -0.229, 0.081, -0.292, 0.066, -0.312, 0.606, 0.103, 0.141, 0.130, -0.205, 0.087, -0.315]}

***

{"formula": "H4O2Si", "method": "ωB97M-V/def2-TZVPD", "orbital_gap_ev": [6.376, 6.377], "multiplicity": 1, "fmax_ev_per_a": 4.0, "relative_energy_kcal_mol": 199.0, "energy_ev": -12030.571, "symbols": ["O", "Si", "H", "H", "H", "O", "H"], "coordinates": [[-2.42070, 0.15934, -0.02063], [1.05569, 0.25494, 0.29621], [-1.23746, -0.54541, -1.07314], [1.89417, 1.42463, -0.26897], [0.73097, 0.17548, 1.69888], [-1.06257, -0.32875, -0.13904], [1.03991, -1.14022, -0.49330]], "lowdin_charge": [-0.324, 0.882, 0.074, -0.084, -0.092, -0.430, -0.026]}